(1)
{
  "formula": "C5H9NO",
  "method": "ωB97M-V with the def2-TZVPD basis set",
  "e_tot_ev": -8862.63878,
  "de_lowest_kcal_mol": 151.6,
  "smiles": "C1C[C@@H]2N[C@H]2CO1",
  "homo_ev": -8.89,
  "elements": ["C", "C", "C", "N", "C", "C", "O", "H", "H", "H", "H", "H", "H", "H", "H", "H"],
  "coordinates": [[0.1380, -1.4340, -0.4609], [-1.0517, -0.5495, -0.8947], [-1.0771, 0.4403, 0.3678], [-0.9833, 1.8494, 0.5143], [0.2579, 1.1688, 0.0745], [1.4624, 0.3164, 0.6199], [1.4546, -0.9046, -0.1449], [0.4977, -2.0333, -1.4079], [-0.3868, -1.8738, 0.3055], [-0.6933, -0.0872, -1.9485], [-2.1841, -1.0117, -1.2564], [-1.0776, -0.2147, 1.2040], [-0.8051, 2.1241, 1.6048], [0.6526, 1.2258, -0.9286], [1.2495, 0.2569, 1.7659], [2.5461, 0.7271, 0.5852]],
  "forces_ev_per_angstrom": [[1.1782, -0.6356, -4.2895], [-2.2085, 2.7111, -3.6426], [2.2183, -1.6636, -3.3149], [1.7492, 1.8061, 2.8690], [1.6248, -1.5422, 0.6297], [-0.1723, 1.4246, 3.1678], [-1.4991, 1.5297, 0.8904], [-1.4523, 0.2241, 2.2273], [0.2687, -2.4595, 2.3172], [-1.1672, -0.2547, 2.5551], [3.4385, 0.3313, 1.5071], [0.0153, -0.0232, 1.1571], [-1.0291, -1.0289, -3.2526], [-1.4790, 0.8983, -0.7766], [0.4697, -0.8616, -1.5415], [-1.9550, -0.4558, -0.5031]],
  "lowdin_charge": [-0.23, -0.16, -0.28, 0.06, -0.27, -0.19, -0.14, 0.17, 0.08, 0.13, 0.16, 0.11, 0.17, 0.12, 0.13, 0.14]
}

---

(2)
{
  "formula": "C4H12N2S",
  "method": "ωB97M-V with the def2-TZVPD basis set",
  "e_tot_ev": -18156.96144,
  "de_lowest_kcal_mol": 24.4,
  "smiles": "C=CCC.NSN",
  "homo_ev": -8.77,
  "elements": ["C", "C", "C", "C", "H", "H", "H", "H", "H", "H", "H", "H", "N", "S", "N", "H", "H", "H", "H"],
  "coordinates": [[-0.4351, -1.4928, -0.8776], [-1.2758, -0.9447, -0.0198], [-2.1742, 0.2049, -0.3437], [-1.7083, 1.4767, 0.3678], [0.1936, -2.3249, -0.6127], [-0.3587, -1.1501, -1.8939], [-1.3290, -1.3018, 1.0006], [-3.1929, -0.0320, -0.0285], [-2.1766, 0.3749, -1.4217], [-1.7138, 1.3365, 1.4456], [-0.6964, 1.7205, 0.0591], [-2.3611, 2.3095, 0.1188], [2.5046, -0.7677, 1.1969], [2.0155, 0.0016, -0.2598], [3.4059, 0.7849, -0.7858], [1.9437, -0.4542, 1.9747], [2.4379, -1.7752, 1.1256], [3.7281, 1.5196, -0.1725], [4.1528, 0.1709, -1.0701]],
  "forces_ev_per_angstrom": [[-0.2708, -0.3953, 0.0759], [-0.2472, 0.0428, -0.1086], [0.1574, 0.1574, 0.1110], [-0.1612, -0.1197, -0.1843], [0.1493, -0.1522, 0.1100], [-0.0179, 0.1383, -0.2751], [0.0673, -0.1366, 0.1595], [-0.0651, 0.0052, -0.0937], [-0.0804, -0.0485, -0.0236], [0.0069, 0.0437, 0.1637], [0.1453, 0.0794, 0.0098], [-0.0455, 0.1418, 0.0622], [-0.3047, -0.0333, -0.2882], [0.7523, 0.2161, 0.0931], [-0.2746, 0.0538, 0.0352], [0.0039, 0.0707, 0.1413], [0.0654, -0.0043, -0.0005], [0.0468, -0.0171, -0.0102], [0.0728, -0.0422, 0.0224]],
  "lowdin_charge": [-0.10, -0.23, -0.27, -0.11, 0.04, 0.06, 0.10, 0.10, 0.11, 0.07, 0.05, 0.07, -0.32, 0.77, -0.37, 0.01, 0.01, 0.02, 0.01]
}